Entry from the Open Molecules 2025 dataset: a molecular structure, C25H19Cl2N4ORhS (the ωB97M-V functional and the def2-TZVPD basis).

Calculated values
**Gap between HOMO and LUMO**: 6.648 eV
**Energy above the lowest of the compared OMol25 structures with the same formula, charge and spin**: 0.000 eV
**Energy**: -73130.21399 eV
**HOMO level**: -7.496 eV

The geometry in ORCA input format:
```
! wB97M-V def2-TZVPD RIJCOSX def2/J DEFGRID3
* xyz 0 1
Rh 0.397 0.876 0.443
N 0.529 3.381 3.668
C 0.668 2.856 2.448
O -0.280 2.238 1.925
C 1.946 3.019 1.692
C 2.196 1.765 0.847
H -0.344 3.264 4.157
H 1.281 3.877 4.109
H 2.772 3.293 2.354
H 1.772 3.875 1.032
H 2.738 1.006 1.426
H 2.806 2.030 -0.016
N -2.175 -8.964 -1.187
C -1.908 -7.857 -1.040
C -1.575 -6.468 -0.854
C -0.540 -6.114 0.007
C -0.226 -4.778 0.184
C -0.944 -3.789 -0.482
C -1.976 -4.153 -1.342
C -2.292 -5.487 -1.534
C -0.614 -2.351 -0.267
C -1.605 -1.560 0.297
C -2.905 -1.948 0.739
C -3.513 -0.817 1.220
C -2.567 0.230 1.077
N -1.443 -0.202 0.536
C 0.659 -1.936 -0.684
C 1.583 -2.710 -1.431
C 2.645 -1.894 -1.750
C 2.354 -0.638 -1.193
N 1.188 -0.653 -0.552
H 0.012 -6.883 0.529
H 0.579 -4.494 0.850
H -2.523 -3.385 -1.873
H -3.087 -5.772 -2.209
H -3.318 -2.943 0.702
H -4.506 -0.728 1.630
H -2.671 1.265 1.364
H 1.446 -3.740 -1.716
H 3.524 -2.147 -2.320
H 2.932 0.270 -1.252
Cl 3.016 3.564 -2.206
C 1.645 4.348 -1.482
C 1.783 5.695 -1.186
C 0.724 6.380 -0.616
C -0.473 5.727 -0.378
C -0.594 4.382 -0.692
Cl -2.152 3.662 -0.458
C 0.471 3.630 -1.213
S 0.347 1.905 -1.551
H 2.717 6.192 -1.406
H 0.825 7.431 -0.378
H -1.325 6.252 0.030
*
```

These are the Mulliken partial charges, in e, on atoms 1 to 4: 0.2047, -0.3798, 0.4545, -0.4499


Entry from the Open Molecules 2025 dataset: a molecular structure, C25H19CoN3O3 in a non-equilibrium geometry (the ωB97M-V functional and the def2-TZVPD basis).

Calculated values
**Gap between HOMO and LUMO (spin up / spin down)**: 6.777 / 6.671 eV
**Energy**: -74472.08035 eV
**HOMO level (spin up / spin down)**: -7.757 / -7.740 eV

The geometry in ORCA input format:
```
! wB97M-V def2-TZVPD RIJCOSX def2/J DEFGRID3
* xyz 0 4
Co -7.889 10.358 12.329
C -5.075 13.090 17.980
O -5.526 14.109 17.127
C -5.975 13.822 15.879
C -6.378 14.927 15.032
C -6.965 14.744 13.781
C -7.115 13.414 13.235
C -7.650 13.238 11.930
C -8.030 14.475 11.118
O -7.857 12.126 11.359
C -6.814 12.315 14.130
O -6.933 11.049 13.897
C -6.189 12.573 15.374
H -4.945 13.690 18.913
H -4.161 12.590 17.651
H -5.897 12.402 18.124
H -6.064 15.923 15.298
H -7.222 15.645 13.298
H -8.591 14.033 10.154
H -7.221 15.080 10.699
H -8.688 15.194 11.571
H -5.796 11.691 15.937
N -12.639 2.805 7.363
C -12.073 3.695 7.858
C -11.476 4.625 8.701
C -10.437 4.267 9.505
C -9.838 5.258 10.267
C -10.272 6.559 10.311
C -11.395 6.933 9.554
C -11.985 5.950 8.762
C -9.531 7.698 11.059
C -8.167 7.872 10.759
C -7.421 7.127 9.790
C -6.174 7.711 9.730
C -6.202 8.772 10.694
N -7.396 8.865 11.265
C -10.251 8.426 11.984
C -11.652 8.320 12.441
C -11.924 9.417 13.216
C -10.749 10.145 13.217
N -9.767 9.647 12.487
H -10.037 3.251 9.438
H -8.935 4.931 10.848
H -11.792 7.937 9.470
H -12.808 6.141 8.085
H -7.849 6.334 9.183
H -5.291 7.668 9.110
H -5.351 9.407 11.068
H -12.311 7.508 12.266
H -12.860 9.659 13.785
H -10.625 11.162 13.630
*
```

These are the Mulliken partial charges, in e, on atoms 1 to 4: 0.0914, -0.8026, -0.4139, 0.6788


Entry from the Open Molecules 2025 dataset: a molecular structure, C25H19F9IN5O6Pt in a non-equilibrium geometry (the ωB97M-V functional and the def2-TZVPD basis).

Calculated values
**Gap between HOMO and LUMO**: 7.757 eV
**Energy above the lowest of the compared OMol25 structures with the same formula, charge and spin**: 0.363 eV
**Energy**: -81775.06177 eV
**HOMO level**: -8.124 eV

The geometry in ORCA input format:
```
! wB97M-V def2-TZVPD RIJCOSX def2/J DEFGRID3
* xyz 0 1
Pt 0.424 0.480 0.306
O -5.515 0.694 -1.017
C -5.289 0.580 0.271
O -6.163 0.619 1.106
C -3.868 0.412 0.705
C -3.522 0.264 2.030
N -2.182 0.194 2.085
N -1.641 0.273 0.867
C -2.640 0.407 0.007
C -2.316 0.471 -1.471
O -3.280 0.584 -2.253
O -1.104 0.387 -1.730
H -4.645 0.656 -1.552
H -4.146 0.206 2.904
H -1.589 0.015 2.877
I 1.871 4.045 -3.949
C 1.345 3.781 -1.959
C 1.621 4.752 -1.012
C 1.221 4.541 0.296
C 0.589 3.358 0.619
N 0.345 2.411 -0.295
C 0.702 2.619 -1.573
H 2.126 5.666 -1.293
H 1.401 5.282 1.061
H 0.246 3.146 1.621
H 0.421 1.832 -2.261
C 6.443 -1.529 0.458
N 5.319 -0.798 1.013
N 4.494 -0.025 0.230
C 3.321 0.189 0.889
O 2.439 0.940 0.368
C 3.421 -0.474 2.129
C 4.641 -1.094 2.147
C 5.230 -1.998 3.170
C 4.904 0.576 -0.993
C 4.095 0.446 -2.112
C 4.498 1.030 -3.302
C 5.696 1.728 -3.373
C 6.492 1.859 -2.243
C 6.092 1.290 -1.043
H 6.520 -1.313 -0.603
H 6.287 -2.601 0.582
H 7.372 -1.235 0.945
H 2.646 -0.531 2.869
H 4.565 -2.056 4.027
H 6.205 -1.639 3.501
H 5.356 -3.008 2.775
H 3.165 -0.099 -2.041
H 3.874 0.929 -4.180
H 6.009 2.173 -4.308
H 7.420 2.413 -2.290
H 6.691 1.403 -0.148
F -0.943 -2.442 -1.255
C -0.711 -2.972 -0.056
F -0.832 -4.304 -0.166
F -1.667 -2.557 0.779
C 0.702 -2.544 0.486
O 0.710 -1.321 1.075
C 1.086 -3.559 1.615
F 1.375 -4.779 1.149
F 2.154 -3.146 2.309
F 0.080 -3.675 2.490
C 1.732 -2.668 -0.676
F 2.994 -2.666 -0.197
F 1.575 -3.785 -1.389
F 1.635 -1.629 -1.510
*
```

These are the Mulliken partial charges, in e, on atoms 1 to 4: 1.4491, -0.5702, 0.4260, -0.6329


Entry from the Open Molecules 2025 dataset: a molecular structure, C25H19N3NiS4 in a non-equilibrium geometry (the ωB97M-V functional and the def2-TZVPD basis).

Calculated values
**Gap between HOMO and LUMO (spin up / spin down)**: 5.962 / 5.966 eV
**Energy**: -115089.16093 eV
**HOMO level (spin up / spin down)**: -6.313 / -6.311 eV

The geometry in ORCA input format:
```
! wB97M-V def2-TZVPD RIJCOSX def2/J DEFGRID3
* xyz 0 3
Ni 0.340 0.393 -0.181
S 2.437 1.392 -0.846
C 2.060 1.931 -2.450
C 3.128 2.308 -3.279
C 2.914 2.774 -4.556
C 1.621 2.886 -5.051
C 0.555 2.516 -4.256
C 0.764 2.030 -2.972
S -0.678 1.658 -1.982
C -1.297 0.104 -2.750
C -1.949 -0.775 -1.732
C -2.943 -1.681 -2.085
C -3.435 -2.544 -1.124
C -2.919 -2.485 0.161
C -1.934 -1.549 0.443
C -1.306 -1.447 1.797
S 0.519 -1.240 1.661
C 0.846 -2.778 0.806
C 0.690 -3.952 1.527
C 0.864 -5.179 0.919
C 1.240 -5.230 -0.419
C 1.435 -4.068 -1.128
C 1.226 -2.812 -0.539
S 1.435 -1.421 -1.538
N -1.476 -0.714 -0.488
H 4.131 2.209 -2.891
H 3.756 3.047 -5.176
H 1.447 3.263 -6.047
H -0.456 2.607 -4.623
H -0.415 -0.414 -3.140
H -1.979 0.348 -3.563
H -3.304 -1.729 -3.099
H -4.197 -3.268 -1.373
H -3.268 -3.157 0.929
H -1.512 -2.331 2.401
H -1.663 -0.560 2.322
H 0.429 -3.894 2.575
H 0.718 -6.090 1.479
H 1.382 -6.184 -0.905
H 1.739 -4.092 -2.163
N 0.910 6.648 0.280
C 0.647 5.673 0.820
C 0.348 4.457 1.478
C 0.071 4.407 2.844
C -0.162 3.165 3.404
C -0.126 2.037 2.593
N 0.112 2.081 1.284
C 0.347 3.270 0.744
H 0.044 5.312 3.433
H -0.374 3.072 4.458
H -0.287 1.060 3.026
H 0.555 3.305 -0.317
*
```

These are the Mulliken partial charges, in e, on atoms 1 to 4: 0.7879, -0.3686, 0.9290, -0.8457


Entry from the Open Molecules 2025 dataset: a molecular structure, C25H20AuN2STe (the ωB97M-V functional and the def2-TZVPD basis).

Calculated values
**Gap between HOMO and LUMO (spin up / spin down)**: 7.889 / 4.427 eV
**Energy above the lowest of the compared OMol25 structures with the same formula, charge and spin**: 1.083 eV
**Energy**: -51040.87228 eV
**HOMO level (spin up / spin down)**: -11.151 / -11.131 eV

The geometry in ORCA input format:
```
! wB97M-V def2-TZVPD RIJCOSX def2/J DEFGRID3
* xyz 1 3
Au -1.851 1.326 0.371
N 0.399 1.205 0.040
C 1.312 2.334 0.126
C 2.655 1.969 0.185
C 3.664 2.905 0.249
C 3.306 4.244 0.270
C 1.974 4.600 0.226
C 0.916 3.678 0.141
C -0.491 4.174 0.073
C -0.729 5.556 -0.057
C -1.995 6.103 -0.119
C -3.115 5.291 -0.068
C -2.924 3.923 0.047
C -1.646 3.396 0.121
H 0.691 0.508 0.718
H 0.490 0.770 -0.874
H 2.904 0.912 0.176
H 4.701 2.600 0.287
H 4.065 5.012 0.322
H 1.766 5.655 0.274
H 0.099 6.241 -0.128
H -2.102 7.176 -0.213
H -4.114 5.700 -0.121
H -3.797 3.278 0.076
S -3.640 -0.278 0.705
C -4.905 0.669 0.152
N -5.783 1.326 -0.212
Te -1.328 -2.287 0.385
C -1.435 -4.391 0.135
C -1.263 -5.017 -1.092
C -1.283 -6.401 -1.144
C -1.467 -7.145 0.014
C -1.648 -6.508 1.233
C -1.649 -5.123 1.298
C 0.744 -2.140 -0.111
C 1.235 -2.055 -1.407
C 2.604 -1.943 -1.607
C 3.471 -1.916 -0.523
C 2.974 -2.003 0.770
C 1.607 -2.107 0.981
H -1.123 -4.441 -1.998
H -1.158 -6.901 -2.096
H -1.479 -8.226 -0.035
H -1.795 -7.084 2.136
H -1.812 -4.623 2.245
H 0.565 -2.077 -2.259
H 2.994 -1.886 -2.615
H 4.537 -1.829 -0.687
H 3.646 -1.998 1.618
H 1.216 -2.172 1.990
*
```

These are the Mulliken partial charges, in e, on atoms 1 to 4: 0.2213, -0.5032, 0.7596, -0.1677


Entry from the Open Molecules 2025 dataset: a gas-phase ion, C25H20Br2N (charge +1) in a non-equilibrium geometry (the ωB97M-V functional and the def2-TZVPD basis).

Calculated values
**SMILES string**: Cc1cc[n+]([C@H](/C=C/c2ccc(Br)cc2)c2ccc(Br)cc2)c2ccccc12
**Gap between HOMO and LUMO**: 7.095 eV
**Energy**: -167817.12431 eV
**HOMO level**: -11.115 eV

The geometry in ORCA input format:
```
! wB97M-V def2-TZVPD RIJCOSX def2/J DEFGRID3
* xyz 1 1
C 0.331 -3.275 -4.023
C 0.502 -2.395 -2.792
C -0.101 -1.143 -2.803
C -0.031 -0.351 -1.644
N 0.566 -0.703 -0.499
C 0.395 0.308 0.906
C -0.812 1.164 0.835
C -2.129 0.693 0.884
C -3.326 1.454 1.237
C -4.574 0.785 1.495
C -5.705 1.511 1.903
C -5.669 2.904 2.060
Br -7.238 3.892 2.416
C -4.447 3.562 1.870
C -3.274 2.873 1.477
C 1.632 1.175 0.741
C 2.696 0.819 -0.112
C 3.866 1.584 -0.187
C 4.042 2.690 0.665
Br 5.724 3.594 0.711
C 2.974 3.109 1.467
C 1.756 2.391 1.466
C 1.284 -1.896 -0.445
C 2.066 -2.256 0.665
C 2.742 -3.465 0.710
C 2.647 -4.356 -0.373
C 1.914 -4.018 -1.504
C 1.239 -2.782 -1.595
H 0.936 -4.192 -3.946
H -0.737 -3.569 -4.132
H 0.649 -2.721 -4.933
H -0.643 -0.757 -3.679
H -0.504 0.622 -1.615
H 0.394 -0.621 1.659
H -0.607 2.266 0.650
H -2.264 -0.379 0.658
H -4.621 -0.317 1.374
H -6.654 1.015 2.061
H -4.475 4.636 1.999
H -2.285 3.355 1.345
H 2.610 -0.053 -0.753
H 4.642 1.304 -0.874
H 3.093 3.977 2.107
H 0.941 2.769 2.084
H 2.128 -1.534 1.469
H 3.319 -3.675 1.615
H 3.163 -5.294 -0.282
H 1.847 -4.702 -2.338
*
```

These are the Mulliken partial charges, in e, on atoms 1 to 4: -1.6857, 1.1487, -1.1005, -0.2040


Entry from the Open Molecules 2025 dataset: a molecular structure, C25H20BrCl3N3O3SbSe4SiTi in a non-equilibrium geometry (the ωB97M-V functional and the def2-TZVPD basis).

Calculated values
**Gap between HOMO and LUMO**: 6.084 eV
**Energy above the lowest of the compared OMol25 structures with the same formula, charge and spin**: 1.832 eV
**Energy**: -443395.89814 eV
**HOMO level**: -2.228 eV

The geometry in ORCA input format:
```
! wB97M-V def2-TZVPD RIJCOSX def2/J DEFGRID3
* xyz -2 1
Ti 1.429 1.450 1.054
Br 0.087 0.039 5.234
C 1.608 -0.706 4.350
C 1.884 -2.052 4.527
C 3.006 -2.551 3.890
C 3.801 -1.699 3.136
C 3.378 -0.393 2.986
N 2.289 0.103 3.581
C 4.085 0.528 2.017
O 5.287 0.600 1.960
O 3.255 1.242 1.284
H 1.211 -2.692 5.075
H 3.225 -3.610 3.939
H 4.661 -2.054 2.588
C 1.553 1.645 -1.010
C 1.690 1.381 -2.186
C 1.627 0.984 -3.561
C 1.308 -0.346 -3.865
C 1.204 -0.749 -5.188
C 1.415 0.156 -6.220
C 1.734 1.476 -5.924
C 1.840 1.888 -4.604
H 1.131 -1.058 -3.066
H 0.950 -1.781 -5.397
H 1.336 -0.164 -7.253
H 1.904 2.186 -6.725
H 2.090 2.914 -4.363
Cl 1.375 3.113 2.972
Si 1.075 4.510 1.205
Cl 1.335 6.383 2.263
Cl 3.070 4.298 0.414
C -3.848 -0.552 -1.361
N -2.774 0.365 -1.071
N -2.215 0.462 0.168
C -1.309 1.466 0.170
O -0.563 1.635 1.194
C -1.392 2.113 -1.078
C -2.287 1.384 -1.821
C -2.669 1.555 -3.250
C -2.556 -0.350 1.299
C -2.893 0.321 2.468
C -3.237 -0.412 3.590
C -3.253 -1.800 3.535
C -2.911 -2.453 2.360
C -2.553 -1.730 1.229
H -3.499 -1.585 -1.319
H -4.184 -0.333 -2.371
H -4.677 -0.413 -0.665
H -0.803 2.956 -1.386
H -2.065 2.352 -3.678
H -3.723 1.818 -3.366
H -2.473 0.645 -3.818
H -2.852 1.402 2.499
H -3.470 0.103 4.513
H -3.482 -2.374 4.425
H -2.846 -3.532 2.327
H -2.199 -2.248 0.341
Se -0.383 -3.393 -1.631
Sb 0.998 -3.397 0.394
Se 1.039 -0.752 0.708
Se -0.105 -4.331 2.364
Se 3.336 -3.962 0.122
*
```

These are the Mulliken partial charges, in e, on atoms 1 to 4: -0.3345, -0.1724, 0.0269, -0.3181


Entry from the Open Molecules 2025 dataset: a molecular structure, C25H20BrN7O2Pt (the ωB97M-V functional and the def2-TZVPD basis).

Calculated values
**Gap between HOMO and LUMO**: 7.695 eV
**Energy above the lowest of the compared OMol25 structures with the same formula, charge and spin**: 0.041 eV
**Energy**: -114052.84516 eV
**HOMO level**: -14.193 eV

The geometry in ORCA input format:
```
! wB97M-V def2-TZVPD RIJCOSX def2/J DEFGRID3
* xyz 2 1
Pt -1.122 0.182 -0.036
C -2.683 -0.658 3.815
C -1.670 -0.332 4.722
C -0.477 0.136 4.238
C -0.269 0.290 2.858
N -1.275 0.013 1.998
C -2.447 -0.476 2.482
N 0.978 0.727 2.493
C 1.460 0.688 1.308
N 0.858 0.266 0.129
C 1.664 0.626 -0.941
N 1.390 0.632 -2.190
C 0.180 0.333 -2.756
C 0.184 0.208 -4.155
C -0.969 -0.061 -4.843
C -2.159 -0.211 -4.126
C -2.120 -0.081 -2.767
N -0.983 0.199 -2.078
C 2.954 1.077 -0.400
C 4.120 1.456 -1.036
C 5.164 1.892 -0.224
C 5.031 1.946 1.163
C 3.850 1.565 1.793
C 2.823 1.130 0.980
H -3.635 -1.050 4.140
H -1.822 -0.454 5.785
H 0.350 0.392 4.884
H -3.191 -0.742 1.746
H 1.136 0.337 -4.649
H -0.958 -0.156 -5.920
H -3.097 -0.434 -4.613
H -3.006 -0.244 -2.175
H 4.214 1.417 -2.112
H 6.097 2.199 -0.677
H 5.864 2.294 1.758
H 3.738 1.608 2.868
N -2.975 1.275 -0.040
C -1.801 2.079 0.045
C 1.669 4.233 -0.341
O 2.489 5.018 -0.528
O 0.845 3.429 -0.152
H -3.548 1.380 -0.868
H -3.537 1.218 0.802
H -1.626 2.583 0.987
H -1.581 2.670 -0.835
Br -3.826 -2.226 -0.440
C -2.080 -2.949 -0.310
C -1.968 -4.326 -0.384
C -0.707 -4.887 -0.285
C 0.385 -4.052 -0.113
C 0.176 -2.690 -0.051
N -1.043 -2.127 -0.150
H -2.850 -4.934 -0.515
H -0.585 -5.960 -0.340
H 1.389 -4.442 -0.029
H 1.001 -2.007 0.083
*
```

These are the Mulliken partial charges, in e, on atoms 1 to 4: 0.9566, -1.0032, -0.3979, -0.6189